Version P
Density functional theory data (ωB97M-V/def2-TZVPD) for an isolated molecule of C2H4NP.

Geometry as ORCA input:
```
! wB97M-V def2-TZVPD RIJCOSX def2/J DEFGRID3
* xyz 0 1
C -0.95 -0.44 0.43
C 0.24 0.25 0.27
P 1.81 0.11 -0.59
N 1.10 1.09 0.72
H -0.79 -1.50 0.31
H -1.57 -0.27 -0.40
H -1.42 -0.08 1.26
H 1.58 0.85 -2.00
*
```

Computed properties:
SMILES: CC1=[PH]=N1
Lowest unoccupied orbital energy (eV): 0.91

Version Q
Density functional theory data (ωB97M-V/def2-TZVPD) for a 2-piece molecular cluster, C2H4NP overall.

Geometry as ORCA input:
```
! wB97M-V def2-TZVPD RIJCOSX def2/J DEFGRID3
* xyz 0 1
C 1.12 0.50 0.50
C -0.92 -0.54 0.37
N 1.86 0.28 -0.49
P -2.11 0.36 -0.23
H 1.29 1.31 1.30
H -0.91 -1.62 0.65
H 2.77 0.69 -0.71
H -3.05 -0.78 -0.17
*
```

Computed properties:
Lowest unoccupied orbital energy (eV): 0.53

Relative stability in hartree, measured from the most stable structure: version P 0.0000; version Q 0.1010